This record from the Open Molecules 2025 dataset describes a cluster of 14 separate species, C58H132N4O10 in total at a distorted geometry. The level of theory is ωB97M-V with the def2-TZVPD basis set.

Geometry (Å):
C  -2.0408  -3.3383  -2.4720
C  -2.6293  -4.6871  -2.8507
N  -2.6427  -4.8655  -4.3553
C  -3.6260  -3.9950  -4.9830
C  -3.5756  -4.1261  -6.5533
C  -3.0098  -6.2757  -4.6196
C  -2.1271  -7.3628  -3.9281
H  -2.0342  -3.2860  -1.3833
H  -2.6689  -2.5309  -2.8486
H  -1.0334  -3.1982  -2.8639
H  -1.9451  -5.4276  -2.4366
H  -3.5945  -4.8763  -2.3810
H  -4.6125  -4.3729  -4.7144
H  -3.5881  -2.9284  -4.7613
H  -4.1432  -3.2993  -6.9803
H  -2.5517  -3.9565  -6.8866
H  -3.9829  -5.0717  -6.9111
H  -2.7809  -6.5312  -5.6542
H  -4.0602  -6.4803  -4.4127
H  -2.3953  -8.3749  -4.2313
H  -2.3858  -7.3940  -2.8697
H  -1.0428  -7.2516  -3.9216
C  -4.4047  2.1265  -0.9222
C  -5.6948  1.6167  -0.3149
N  -5.9709  0.1676  -0.6031
C  -4.8813  -0.6807  -0.1091
C  -4.9164  -2.0807  -0.5868
C  -7.3418  -0.2108  -0.2159
C  -7.5984  -0.2003  1.2824
H  -3.5004  1.7403  -0.4518
H  -4.3469  3.2015  -0.7519
H  -4.3888  1.9063  -1.9896
H  -5.6534  1.8340  0.7524
H  -6.5043  2.1750  -0.7852
H  -3.8923  -0.3350  -0.4098
H  -4.7790  -0.7027  0.9758
H  -5.6284  -2.6306  0.0287
H  -5.1238  -2.1160  -1.6563
H  -3.9431  -2.5529  -0.4534
H  -7.5259  -1.1754  -0.6890
H  -8.0699  0.4776  -0.6450
H  -7.4205  0.7676  1.7512
H  -6.9261  -0.9271  1.7384
H  -8.6048  -0.5868  1.4427
C  6.1275  -2.9110  5.3415
C  5.7377  -2.9377  3.8612
N  4.2805  -3.1459  3.6397
C  3.9436  -4.5780  3.7758
C  2.4596  -4.7790  4.0574
C  3.8878  -2.5298  2.3652
C  4.2125  -1.0316  2.2108
H  7.1357  -2.5034  5.4154
H  6.0630  -3.8547  5.8832
H  5.4682  -2.2290  5.8784
H  6.0184  -1.9395  3.5254
H  6.3811  -3.6359  3.3259
H  4.1983  -5.1090  2.8586
H  4.4807  -5.1265  4.5495
H  2.1091  -4.2506  4.9440
H  1.9408  -4.3999  3.1769
H  2.2411  -5.8382  4.1933
H  2.8228  -2.7043  2.2121
H  4.3272  -3.1089  1.5531
H  5.2423  -0.9864  1.8566
H  4.0392  -0.4464  3.1139
H  3.5466  -0.7464  1.3962
C  2.1818  5.7994  -4.7127
C  1.3041  4.5827  -5.0051
N  0.2178  4.4180  -4.0265
C  -0.4736  3.1207  -4.1884
C  -1.5507  2.7834  -3.1034
C  -0.6728  5.6067  -3.8619
C  -1.7163  5.7787  -5.0050
H  1.7329  6.6260  -5.2634
H  3.2065  5.6885  -5.0672
H  2.2364  6.1417  -3.6793
H  1.0568  4.6882  -6.0614
H  1.8825  3.6612  -4.9393
H  0.2901  2.3455  -4.1258
H  -0.9048  3.1372  -5.1894
H  -2.1930  1.9594  -3.4141
H  -2.2125  3.6434  -3.0013
H  -1.1375  2.6553  -2.1030
H  -1.2666  5.4368  -2.9638
H  -0.0462  6.4785  -3.6736
H  -2.3502  4.9148  -5.2048
H  -2.4780  6.5343  -4.8128
H  -1.3126  5.9954  -5.9940
C  1.3702  -1.3875  5.0120
O  2.7329  -1.3264  5.3805
H  1.0694  -0.9060  4.0816
H  1.0723  -2.4348  4.9625
H  0.7177  -0.9278  5.7543
H  3.2121  -1.8771  4.7572
C  1.2525  4.3613  -0.0980
O  1.1681  5.3384  0.8982
H  1.7529  4.7758  -0.9731
H  1.8588  3.6123  0.4116
H  0.2993  3.9580  -0.4397
H  0.5955  6.0269  0.5521
C  -2.0715  4.2787  4.0399
C  -3.5761  4.3766  3.9377
C  -3.9574  3.6211  2.7177
O  -2.9002  2.6981  2.4643
C  -1.6684  3.3939  2.8293
H  -1.7053  3.8538  4.9745
H  -1.6654  5.2848  3.9357
H  -3.8917  5.4098  3.7925
H  -4.0560  3.9800  4.8324
H  -4.0904  4.2347  1.8267
H  -4.9000  3.0979  2.8789
H  -1.2576  3.9314  1.9746
H  -0.9236  2.6343  3.0669
C  -0.4301  1.0438  0.7121
C  -0.2676  0.3223  -0.5811
C  0.4185  -0.9990  -0.2590
O  0.8278  -0.8135  1.0804
C  0.7693  0.5319  1.4804
H  -1.3411  0.6574  1.1692
H  -0.4816  2.1320  0.6762
H  0.3951  0.8780  -1.2446
H  -1.1936  0.1236  -1.1206
H  1.2542  -1.3128  -0.8845
H  -0.2722  -1.8328  -0.3842
H  1.6114  1.1549  1.1789
H  0.7430  0.5909  2.5685
C  -0.3734  -4.2107  1.5468
C  -0.9638  -3.2481  2.5599
C  -2.3184  -2.8866  1.8855
O  -2.7429  -4.0831  1.2539
C  -1.5884  -4.9221  1.0195
H  0.3003  -4.8925  2.0658
H  0.1977  -3.6765  0.7875
H  -0.3006  -2.4073  2.7631
H  -1.1496  -3.7613  3.5034
H  -2.1459  -2.1020  1.1487
H  -3.0973  -2.5008  2.5431
H  -1.3987  -5.1944  -0.0187
H  -1.5901  -5.8633  1.5693
C  -3.6511  -0.0383  6.2322
C  -3.2165  0.7345  4.9963
C  -2.0170  -0.0330  4.5091
O  -2.2068  -1.3243  5.0265
C  -2.7829  -1.2571  6.3489
H  -4.6798  -0.3604  6.0701
H  -3.7161  0.5163  7.1683
H  -2.9975  1.7917  5.1464
H  -4.0252  0.7191  4.2657
H  -1.0802  0.4148  4.8408
H  -1.9773  -0.0304  3.4198
H  -1.9855  -1.2395  7.0919
H  -3.3620  -2.1341  6.6379
C  5.6623  -0.9542  -2.6546
C  7.0467  -0.7149  -2.1702
C  7.0639  -1.5917  -0.9076
O  5.7212  -1.6263  -0.4773
C  4.8685  -1.6716  -1.6128
H  5.6622  -1.4837  -3.6073
H  5.0984  -0.0505  -2.8856
H  7.1318  0.3566  -1.9893
H  7.8646  -0.9359  -2.8560
H  7.7841  -1.2206  -0.1786
H  7.4786  -2.5840  -1.0849
H  3.8736  -1.2387  -1.5093
H  4.7570  -2.7370  -1.8144
C  2.1961  2.5405  4.7118
C  1.7004  3.6440  3.8624
C  2.9045  4.5678  3.5688
O  3.9395  3.6381  3.4793
C  3.6680  2.4658  4.1823
H  1.6795  1.5862  4.6091
H  2.2506  2.8148  5.7653
H  0.9207  4.1610  4.4218
H  1.3913  3.2749  2.8845
H  3.0773  5.2204  4.4246
H  2.7006  5.1881  2.6960
H  4.2933  2.3552  5.0681
H  3.7718  1.5710  3.5685
C  -0.7509  -0.8103  -4.5884
C  -0.9036  0.0064  -5.8792
C  0.5269  -0.0940  -6.5456
O  1.4059  -0.2484  -5.4073
C  0.7037  -0.5652  -4.1867
H  -0.8944  -1.8650  -4.8231
H  -1.4506  -0.5597  -3.7911
H  -1.1550  1.0244  -5.5817
H  -1.6426  -0.3946  -6.5729
H  0.8408  0.7681  -7.1340
H  0.5941  -1.0066  -7.1378
H  0.7139  0.3144  -3.5431
H  1.1303  -1.4415  -3.6987
C  4.5990  2.8614  -2.4970
C  5.0087  3.0325  -1.1043
C  4.4563  1.8122  -0.4380
O  3.3061  1.5222  -1.2443
C  3.2202  2.3209  -2.4165
H  5.2475  2.1742  -3.0405
H  4.6005  3.8042  -3.0440
H  4.6399  3.9739  -0.6971
H  6.0974  2.9805  -1.0994
H  4.1968  2.1083  0.5785
H  5.1478  0.9708  -0.4829
H  2.4687  3.0976  -2.2751
H  2.9120  1.7554  -3.2959

## Properties
Frontier orbital gap   0.313 hartree
HOMO energy   -8.164 eV
Total energy   -3260.21332 hartree

Mulliken atomic charge list, values in e, 8 entries: 0.13, -1.02, 0.08, -0.41, -1.59, -0.31, -1.44, -0.59